{"formula": "C29H51BBrInO15PS", "method": "ωB97M-V/def2-TZVPD", "elements": ["C", "C", "B", "O", "In", "C", "Br", "C", "C", "P", "O", "O", "S", "H", "H", "H", "H", "H", "H", "H", "H", "H", "H", "H", "H", "H", "H", "H", "O", "C", "O", "C", "C", "C", "H", "H", "H", "H", "H", "H", "O", "C", "O", "C", "C", "C", "H", "H", "H", "H", "H", "H", "O", "C", "O", "C", "C", "C", "H", "H", "H", "H", "H", "H", "O", "C", "O", "C", "C", "C", "H", "H", "H", "H", "H", "H", "O", "C", "O", "C", "C", "C", "H", "H", "H", "H", "H", "H", "O", "C", "O", "C", "C", "C", "H", "H", "H", "H", "H", "H"], "xyz": [[-0.79, 1.89, 4.06], [-1.24, 0.68, 3.22], [-0.49, 0.43, 1.84], [0.53, 1.30, 1.48], [-1.06, -1.48, 0.64], [-1.04, -1.14, -1.57], [-1.54, -2.80, -2.53], [0.32, -0.63, -2.08], [0.21, 0.81, -2.57], [-3.54, -2.04, 1.20], [-4.48, -0.97, 0.34], [-3.95, -1.74, 2.78], [-4.13, -3.84, 0.70], [-1.57, 2.65, 4.04], [-0.72, 1.57, 5.08], [0.15, 2.30, 3.72], [-2.30, 0.69, 3.00], [-1.07, -0.23, 3.79], [0.30, 1.83, 0.69], [-0.05, -2.82, 1.20], [-1.82, -0.44, -1.83], [0.62, -1.25, -2.91], [1.07, -0.72, -1.30], [0.06, 1.51, -1.75], [-0.65, 0.88, -3.23], [1.08, 1.09, -3.14], [-3.90, -0.21, 0.15], [-4.41, -0.88, 2.79], [3.50, -0.25, -1.13], [3.90, -0.20, -0.01], [3.41, -0.97, 0.98], [4.00, -0.61, 2.24], [5.31, 0.07, 1.88], [4.97, 0.72, 0.54], [3.31, 0.06, 2.76], [4.13, -1.51, 2.83], [5.65, 0.76, 2.65], [6.09, -0.68, 1.74], [4.53, 1.71, 0.67], [5.81, 0.78, -0.14], [0.14, 4.45, -0.79], [0.11, 4.97, 0.28], [0.39, 4.31, 1.43], [0.16, 5.16, 2.57], [0.26, 6.58, 2.03], [-0.26, 6.41, 0.60], [-0.82, 4.93, 2.97], [0.91, 4.93, 3.32], [-0.29, 7.30, 2.63], [1.30, 6.89, 2.01], [-1.35, 6.51, 0.55], [0.20, 7.09, -0.11], [6.66, 0.68, -6.31], [5.53, 0.67, -5.90], [5.21, 1.06, -4.65], [3.80, 0.84, -4.40], [3.16, 0.80, -5.78], [4.29, 0.20, -6.63], [3.69, -0.10, -3.87], [3.43, 1.64, -3.78], [2.24, 0.22, -5.80], [2.94, 1.81, -6.12], [4.27, -0.89, -6.62], [4.29, 0.57, -7.65], [3.31, -2.64, -4.68], [2.66, -3.61, -4.42], [1.33, -3.67, -4.62], [0.80, -4.92, -4.13], [1.99, -5.87, -4.12], [3.15, -4.92, -3.82], [0.39, -4.75, -3.13], [0.00, -5.24, -4.79], [1.88, -6.68, -3.39], [2.13, -6.32, -5.10], [3.30, -4.76, -2.75], [4.09, -5.22, -4.29], [0.60, 0.43, 6.57], [0.15, -0.49, 7.18], [0.93, -1.41, 7.80], [0.11, -2.47, 8.34], [-1.28, -1.86, 8.49], [-1.31, -0.86, 7.34], [0.12, -3.30, 7.63], [0.54, -2.80, 9.28], [-2.08, -2.60, 8.46], [-1.35, -1.33, 9.45], [-1.65, -1.31, 6.41], [-1.90, 0.03, 7.55], [-9.51, 1.49, -3.22], [-8.53, 1.00, -2.74], [-8.12, 1.28, -1.49], [-6.86, 0.63, -1.22], [-6.79, -0.53, -2.20], [-7.56, 0.03, -3.39], [-6.06, 1.36, -1.37], [-6.84, 0.31, -0.18], [-5.77, -0.83, -2.42], [-7.31, -1.39, -1.78], [-6.92, 0.59, -4.07], [-8.10, -0.73, -3.95]], "charge": -1, "e_tot_ev": -157634.3639, "orbital_gap_ev": 6.37, "lumo_energy_ev": 2.0}

=====

{"formula": "C2H9OPSi", "method": "ωB97M-V/def2-TZVPD", "elements": ["C", "C", "O", "Si", "P", "H", "H", "H", "H", "H", "H", "H", "H", "H"], "xyz": [[0.44, -1.65, 0.59], [0.85, 0.95, -1.37], [0.36, 1.04, 1.60], [-0.07, 0.16, 0.22], [-2.17, -0.20, -0.23], [-0.33, -2.04, 1.18], [0.44, -2.16, -0.32], [1.44, -1.88, 0.97], [0.04, 1.31, -2.08], [1.39, 1.92, -1.26], [1.66, 0.24, -1.71], [1.27, 1.17, 1.71], [-2.36, 1.16, -0.35], [-2.95, -0.02, 1.03]], "charge": 0, "e_tot_ev": -21434.3705, "orbital_gap_ev": 10.42, "lumo_energy_ev": 0.7, "de_lowest_kj_mol": 41.5}

=====

{"formula": "C4H8N2O", "method": "ωB97M-V/def2-TZVPD", "elements": ["O", "C", "N", "C", "C", "C", "N", "H", "H", "H", "H", "H", "H", "H", "H"], "xyz": [[0.86, 0.09, 1.03], [1.38, -0.06, -0.22], [0.58, -0.97, -0.92], [-0.58, -1.28, -0.10], [-0.55, -0.04, 0.81], [-1.06, 1.20, 0.10], [2.32, 0.64, -0.69], [1.04, -1.71, -1.43], [-1.50, -1.33, -0.70], [-0.48, -2.19, 0.50], [-1.02, -0.17, 1.79], [-2.15, 1.15, 0.05], [-0.76, 2.11, 0.64], [-0.65, 1.26, -0.92], [2.58, 1.30, 0.05]], "charge": 0, "e_tot_ev": -9305.1757, "orbital_gap_ev": 10.16, "lumo_energy_ev": 0.9, "de_lowest_kj_mol": 117.5}

=====

{"formula": "C29H57Br16F4O5Ta", "method": "ωB97M-V/def2-TZVPD", "elements": ["C", "C", "O", "C", "C", "O", "C", "Ta", "C", "C", "C", "F", "C", "C", "O", "C", "C", "F", "F", "F", "C", "O", "O", "H", "H", "H", "H", "H", "H", "H", "H", "H", "H", "H", "H", "H", "H", "H", "H", "H", "H", "H", "H", "H", "H", "H", "H", "H", "Br", "C", "C", "Br", "H", "H", "H", "H", "Br", "C", "C", "Br", "H", "H", "H", "H", "Br", "C", "C", "Br", "H", "H", "H", "H", "Br", "C", "C", "Br", "H", "H", "H", "H", "Br", "C", "C", "Br", "H", "H", "H", "H", "Br", "C", "C", "Br", "H", "H", "H", "H", "Br", "C", "C", "Br", "H", "H", "H", "H", "Br", "C", "C", "Br", "H", "H", "H", "H"], "xyz": [[3.65, 3.85, 0.67], [2.83, 4.20, -0.73], [1.61, 4.93, -0.34], [0.50, 4.69, -1.28], [-0.96, 4.72, -0.48], [-1.60, 3.38, -0.67], [-1.28, 2.51, 0.50], [-2.03, 0.33, 0.24], [-4.18, 1.05, 0.74], [-5.20, 0.64, -0.52], [-6.79, 0.65, -0.05], [-7.29, -0.76, -0.09], [0.02, -0.48, -0.46], [1.33, 0.32, 0.13], [2.64, -0.21, -0.39], [2.80, -1.63, -0.04], [4.33, -2.07, 0.38], [5.15, -0.85, 0.60], [4.89, -2.99, -0.66], [4.19, -2.92, 1.62], [-1.51, 0.00, 2.52], [-0.40, -0.61, 2.95], [-2.46, 0.45, 3.59], [3.20, 2.90, 1.23], [3.60, 4.81, 1.36], [4.79, 3.67, 0.40], [3.42, 4.91, -1.46], [2.64, 3.20, -1.30], [0.56, 3.61, -1.79], [0.53, 5.53, -2.12], [-1.61, 5.61, -0.89], [-0.72, 4.94, 0.65], [-0.16, 2.62, 0.83], [-1.92, 2.97, 1.40], [-2.69, -1.40, 0.11], [-2.43, 0.70, -1.57], [-4.23, 2.21, 0.98], [-4.55, 0.39, 1.66], [-4.95, -0.50, -0.78], [-4.99, 1.27, -1.48], [-6.93, 1.07, 1.04], [-7.44, 1.24, -0.84], [0.10, -0.42, -1.65], [0.02, -1.65, -0.22], [1.33, 0.45, 1.30], [1.27, 1.43, -0.31], [2.04, -2.00, 0.78], [2.53, -2.24, -1.02], [-5.81, -3.48, 1.82], [-7.75, -3.31, 1.88], [-8.34, -4.18, 2.97], [-8.39, -6.05, 2.43], [-8.12, -3.55, 0.88], [-7.94, -2.25, 2.09], [-9.39, -3.91, 3.15], [-7.79, -4.13, 3.91], [0.64, 5.42, 3.69], [-1.30, 5.59, 3.75], [-1.89, 4.72, 4.84], [-1.94, 2.85, 4.30], [-1.67, 5.34, 2.75], [-1.49, 6.65, 3.96], [-2.93, 4.99, 5.02], [-1.34, 4.77, 5.78], [4.15, 0.21, -3.80], [3.04, -1.33, -4.25], [1.81, -0.92, -5.03], [0.47, -0.13, -3.85], [2.81, -1.85, -3.32], [3.68, -1.98, -4.86], [1.32, -1.79, -5.48], [2.02, -0.18, -5.81], [2.87, -6.16, 3.35], [4.72, -5.61, 3.05], [5.69, -6.66, 3.53], [5.86, -6.63, 5.48], [4.85, -4.64, 3.54], [4.81, -5.47, 1.97], [6.70, -6.46, 3.16], [5.40, -7.68, 3.25], [-2.39, 7.77, 1.21], [-1.63, 9.02, -0.08], [-0.12, 9.04, 0.00], [0.48, 10.07, 1.54], [-2.09, 9.99, 0.11], [-1.96, 8.65, -1.06], [0.30, 9.56, -0.87], [0.32, 8.05, 0.08], [1.57, -8.17, -2.28], [3.26, -7.47, -1.58], [3.02, -6.52, -0.44], [2.42, -4.78, -1.08], [3.79, -7.02, -2.42], [3.81, -8.36, -1.24], [3.96, -6.32, 0.10], [2.27, -6.87, 0.28], [-5.15, -8.71, -1.02], [-6.24, -7.09, -0.90], [-6.04, -6.21, -2.11], [-4.36, -5.23, -2.00], [-5.99, -6.60, 0.04], [-7.27, -7.45, -0.86], [-6.82, -5.44, -2.16], [-6.03, -6.76, -3.06], [9.55, 3.72, -2.86], [8.44, 2.18, -3.31], [7.21, 2.60, -4.09], [5.87, 3.38, -2.91], [8.21, 1.67, -2.37], [9.08, 1.54, -3.92], [6.72, 1.73, -4.53], [7.42, 3.33, -4.87]], "charge": -2, "e_tot_ev": -1174323.6366, "orbital_gap_ev": 4.26, "lumo_energy_ev": 3.0}